132
Properties=species:S:1:pos:R:3:forces:R:3 method="wB97M-V/def2-TZVPD" multiplicity=1 charge=0 energy_ev=-75492.04907 gap_ev=8.174 smiles="CCCCCCCCCCCCCCCCCC[C@]1(P(N)O)[C@@H](CCN)COS(=O)(=O)[C@@H]1CN.CCN(CC)CC.CCN(CC)CC" lumo_energy_ev=0.3218
C -1.2859 -0.1218 3.5766 -0.29 -0.28 -0.81
C -1.6869 -0.7886 2.1940 0.92 -0.17 0.64
C -0.9360 -2.1779 1.9869 -0.86 0.39 -1.47
C -1.8718 -3.1734 1.1530 -0.25 0.22 1.46
C -2.1580 -4.5071 1.9581 0.56 -0.13 -1.64
C -0.9875 -5.5250 1.6395 -0.10 0.19 0.65
C 0.2155 -5.3988 2.6602 -0.58 -1.55 -0.58
C 1.0548 -6.7508 2.7178 0.01 1.43 0.08
C 1.9800 -6.6764 3.9906 0.39 -0.76 -0.80
C 3.3926 -7.3854 3.7736 -0.52 0.63 0.58
C 4.5242 -6.4415 4.3369 0.61 -0.61 -0.82
C 5.1325 -5.5309 3.1941 -1.17 0.33 0.15
C 4.4950 -4.0771 3.2720 1.00 -0.39 -0.61
C 5.5731 -2.9907 3.7281 -1.34 0.14 -1.36
C 5.8311 -2.0917 2.4443 0.45 0.61 1.40
C 6.5220 -0.7074 2.7872 -1.57 0.04 0.27
C 5.6514 0.4840 2.1923 1.47 0.96 0.51
C 6.1061 0.9686 0.7524 -0.19 -0.75 0.11
C 4.9999 0.8812 -0.3711 -0.02 0.81 -1.60
P 4.7300 -0.9983 -0.6618 -0.01 -1.45 1.42
N 5.5737 -1.5010 -2.1214 -0.70 0.40 -0.36
O 3.0828 -1.2703 -1.0140 1.54 0.85 -0.31
C 5.5237 1.6397 -1.6655 0.74 -0.50 -0.69
C 7.0369 1.2713 -2.0245 -0.61 1.12 -0.42
C 8.0486 2.4378 -1.6089 -0.94 -0.85 -0.18
N 9.2985 1.8876 -1.0584 -0.22 0.88 -0.75
C 4.6732 1.3768 -2.9667 0.91 1.38 -0.73
O 3.2793 1.0603 -2.7468 0.06 0.90 1.92
S 2.6395 1.8696 -1.4662 -5.92 0.49 0.06
O 1.2663 1.3145 -1.2688 3.38 0.34 -0.58
O 2.5245 3.3365 -1.6625 2.10 -2.37 -0.06
C 3.5866 1.4553 0.0513 1.74 0.03 0.48
C 3.6186 2.7324 0.9683 -1.30 0.00 -0.18
N 4.6464 3.7205 0.6199 -0.10 -0.45 0.22
H -1.9577 -0.5299 4.3679 0.56 0.38 -0.45
H -1.4150 0.9835 3.5072 0.17 -0.79 0.29
H -0.2333 -0.3831 3.8456 -0.76 0.39 -0.22
H -2.7984 -0.8895 2.1678 0.83 -0.15 0.00
H -1.4035 -0.1435 1.3276 -0.24 -0.30 0.73
H -0.0423 -1.9890 1.3348 -0.53 -0.02 0.84
H -0.5718 -2.6275 2.9369 -0.48 0.29 -0.55
H -1.4160 -3.3853 0.1583 -0.41 -0.04 0.74
H -2.8580 -2.6729 0.9699 0.89 -0.27 0.06
H -2.2364 -4.3408 3.0576 0.00 0.03 -0.81
H -3.1360 -4.9050 1.5815 0.81 0.11 0.44
H -1.3731 -6.5760 1.6005 0.33 0.78 0.28
H -0.5917 -5.3046 0.6178 -0.36 -0.24 0.69
H -0.1486 -5.2358 3.7071 0.15 0.28 -0.93
H 0.8647 -4.5678 2.2970 -0.32 -0.50 0.72
H 0.3783 -7.6371 2.7061 0.48 0.64 0.10
H 1.6579 -6.7592 1.7709 -0.30 -0.31 0.88
H 1.5087 -7.1500 4.8847 0.06 0.45 -0.70
H 2.1148 -5.5927 4.2330 0.06 -0.91 -0.20
H 3.5401 -7.5998 2.6859 0.02 0.29 0.85
H 3.3959 -8.3822 4.2835 0.02 0.85 -0.30
H 4.0902 -5.7647 5.1103 0.45 -0.71 -0.35
H 5.3290 -7.0659 4.7927 -0.55 0.51 -0.20
H 4.8756 -5.9656 2.1913 0.26 0.20 0.91
H 6.2418 -5.4484 3.2185 -0.73 -0.11 0.21
H 4.1415 -3.8420 2.2320 0.32 0.10 0.94
H 3.5766 -4.0398 3.9059 0.85 -0.18 -0.31
H 5.0643 -2.3770 4.5168 0.87 -0.29 -0.54
H 6.5122 -3.4539 4.0990 -0.70 0.29 -0.03
H 6.4495 -2.6141 1.6795 -0.81 0.06 0.43
H 4.8128 -1.8492 2.0637 1.00 -0.38 -0.07
H 7.5908 -0.6407 2.4860 -0.73 0.01 0.06
H 6.4799 -0.5799 3.9026 0.21 -0.15 -0.91
H 4.5592 0.2814 2.2778 0.83 -0.14 -0.17
H 5.8497 1.3532 2.8797 -0.36 -0.62 -0.60
H 6.9717 0.3090 0.4670 -0.85 0.45 0.06
H 6.5218 2.0049 0.7645 -0.62 -0.77 0.11
H 5.1487 -2.3536 -2.4900 0.07 0.29 0.10
H 6.5511 -1.7205 -1.9444 -0.24 0.06 0.19
H 2.9661 -2.0710 -1.5373 -0.06 0.04 -0.01
H 5.5401 2.7525 -1.5284 -0.28 -1.04 0.32
H 7.3484 0.2871 -1.6167 -0.15 0.79 -0.14
H 7.0901 1.1883 -3.1415 0.03 -0.13 0.88
H 8.2191 3.0293 -2.5446 0.31 -0.41 0.91
H 7.5511 3.1400 -0.8974 0.51 -0.64 -0.31
H 9.1079 1.2904 -0.2598 0.03 -0.03 -0.26
H 9.7272 1.3564 -1.8140 0.12 -0.13 0.54
H 4.6975 2.3346 -3.5578 -0.04 -0.76 0.49
H 5.1223 0.6132 -3.6460 -0.75 0.19 0.99
H 3.0690 0.6549 0.6412 -0.22 0.75 -1.02
H 3.6941 2.3763 2.0253 0.38 0.36 -0.89
H 2.5931 3.1931 0.8970 0.72 -0.53 0.12
H 4.3544 4.2326 -0.2126 -0.04 0.00 0.39
H 4.7598 4.3578 1.4025 -0.04 0.06 -0.32
C -4.1968 -0.6811 -1.0397 0.00 0.06 -0.10
C -5.6264 -0.9411 -0.5842 0.17 0.05 -0.09
N -6.2184 0.1785 0.1301 -0.17 0.04 0.33
C -7.4556 -0.1653 0.8185 0.04 -0.13 0.15
C -8.6541 -0.5847 -0.0346 -0.21 -0.01 0.05
C -6.2241 1.4535 -0.5717 0.32 0.12 -0.13
C -6.9184 1.5161 -1.9340 -0.11 0.19 -0.10
H -3.5631 -0.3789 -0.2036 -0.07 0.05 -0.02
H -3.7713 -1.5916 -1.4676 -0.05 0.02 0.01
H -4.1507 0.0906 -1.8107 0.05 -0.01 0.04
H -5.5997 -1.8074 0.0847 -0.21 0.10 0.10
H -6.2282 -1.2384 -1.4550 0.01 -0.09 -0.06
H -7.7533 0.6716 1.4582 0.11 0.08 -0.12
H -7.2341 -0.9824 1.5141 0.12 -0.02 -0.10
H -9.1078 0.2649 -0.5437 0.03 -0.04 -0.07
H -9.4257 -1.0183 0.6076 0.04 0.01 -0.01
H -8.3907 -1.3393 -0.7776 0.02 0.05 0.01
H -5.1858 1.7720 -0.7076 0.00 -0.13 0.00
H -6.6553 2.2198 0.0797 -0.08 -0.20 0.11
H -6.6573 0.6740 -2.5774 0.00 -0.01 0.05
H -6.6147 2.4278 -2.4570 0.01 -0.03 0.03
H -8.0027 1.5561 -1.8352 0.00 -0.10 -0.07
C -7.1069 4.1753 -5.5422 0.03 -0.06 0.06
C -6.8193 5.6702 -5.5584 0.00 -0.17 0.05
N -7.6747 6.4314 -4.6625 -0.23 0.28 -0.02
C -7.6125 7.8696 -4.8880 -0.08 0.06 -0.18
C -6.2805 8.5756 -4.6287 0.05 0.21 0.04
C -7.6715 6.0134 -3.2679 -0.05 -0.32 0.06
C -6.3316 6.0009 -2.5282 0.03 0.01 0.22
H -8.1602 3.9740 -5.7481 0.02 0.06 0.07
H -6.5144 3.6755 -6.3116 0.01 0.04 0.04
H -6.8464 3.7204 -4.5844 -0.04 -0.02 -0.04
H -6.9855 6.0204 -6.5816 -0.05 0.21 0.11
H -5.7530 5.8292 -5.3439 0.08 -0.04 -0.06
H -8.3923 8.3585 -4.2956 0.02 -0.16 0.09
H -7.8962 8.0562 -5.9297 0.04 -0.15 -0.01
H -6.0749 8.6773 -3.5638 0.06 -0.06 -0.02
H -6.3167 9.5871 -5.0425 -0.01 -0.04 0.00
H -5.4405 8.0634 -5.1010 -0.03 -0.02 0.03
H -8.0958 5.0056 -3.2137 0.05 0.01 -0.11
H -8.3787 6.6318 -2.7069 0.03 0.13 -0.20
H -5.5335 5.5429 -3.1154 -0.03 0.02 -0.02
H -6.4282 5.4195 -1.6068 -0.01 0.01 -0.04
H -6.0181 7.0027 -2.2372 0.09 -0.02 -0.08